Record 1
9
Properties=species:S:1:pos:R:3:forces:R:3:lowdin_charge:R:1 method="wB97M-V/def2-TZVPD" relative_energy_kcal_mol=66.3 lumo_ev=0.91 orbital_gap_ev=9.63 homo_energy_ev=-8.71 total_energy_ha=-205.2854
C -1.758 -0.048 0.514 -0.9 0.3 2.4 -0.067
N 1.752 -0.014 -0.019 1.2 -0.6 0.3 -0.006
N -0.533 -0.476 -1.507 -1.7 -0.4 1.7 0.174
N -1.131 -0.349 -0.531 2.6 -0.1 -3.5 -0.232
H -1.356 -0.318 1.529 -0.6 0.3 -1.5 0.089
H -2.637 0.553 0.296 0.0 -0.2 0.6 0.066
H 2.763 -0.158 -0.134 -0.8 0.2 -0.1 0.014
H 1.621 0.632 0.751 -0.3 0.2 -0.6 0.002
H 1.279 0.179 -0.899 0.5 0.4 0.6 -0.040

=====

Record 2
43
Properties=species:S:1:pos:R:3:forces:R:3:lowdin_charge:R:1 method="wB97M-V/def2-TZVPD" relative_energy_kcal_mol=72.2 lumo_ev=0.73 orbital_gap_ev=8.95 homo_energy_ev=-8.23 total_energy_ha=-733.6958 smiles="CN(C)CC(=O)N1C[C@H]2CC[C@@](C)(C1)C2(C)C"
C -4.724 -0.638 -2.024 -2.3 0.0 1.4 -0.129
N -3.794 -1.140 -1.017 0.5 0.4 1.6 -0.279
C -2.963 -2.265 -1.459 0.9 0.4 0.0 -0.105
C -3.140 -0.075 -0.175 3.4 0.4 -2.2 -0.068
C -1.974 -0.488 0.889 -0.4 0.8 -1.3 -0.368
O -2.324 -1.293 1.706 0.3 -0.9 0.8 0.067
N -0.657 0.076 0.935 -0.8 -2.4 0.9 0.012
C 0.325 -0.734 1.765 0.0 0.7 -1.1 -0.078
C 1.776 -0.720 1.219 -1.3 -1.4 1.2 -0.251
C 1.690 -1.410 -0.149 1.2 -0.2 -1.0 -0.154
C 1.523 -0.276 -1.123 -1.0 0.4 -2.1 -0.147
C 1.358 0.974 -0.189 2.0 0.0 -1.7 -0.453
C 1.900 2.188 -0.924 1.2 -0.1 0.0 -0.038
C -0.113 1.109 0.134 0.0 2.2 -0.1 -0.161
C 2.292 0.688 1.032 -1.8 0.7 0.5 -0.445
C 2.053 1.600 2.334 -1.5 0.5 -2.4 -0.002
C 3.772 0.706 0.701 0.2 1.2 -0.2 -0.034
H -5.506 -1.442 -2.138 0.8 0.6 -0.4 0.089
H -4.311 -0.378 -2.989 0.5 0.1 -0.4 0.061
H -5.396 0.254 -1.694 1.6 -1.3 -0.1 0.109
H -3.547 -3.048 -1.986 0.0 0.6 0.5 0.081
H -2.410 -2.756 -0.586 -0.8 0.8 -1.2 0.097
H -2.220 -1.893 -2.223 -0.2 -0.5 0.6 0.081
H -3.861 0.438 0.397 -1.0 0.4 0.7 0.091
H -2.630 0.717 -0.836 -0.9 -0.8 0.5 0.111
H 0.054 -1.757 1.665 -0.7 -0.8 0.2 0.104
H 0.297 -0.474 2.795 -0.2 0.4 0.9 0.107
H 2.357 -1.319 1.934 0.0 0.1 0.0 0.154
H 0.856 -2.064 -0.420 0.4 -0.6 1.2 0.119
H 2.680 -1.828 -0.426 -0.8 -0.6 0.5 0.117
H 0.592 -0.414 -1.879 2.0 0.4 1.8 0.160
H 2.435 -0.322 -1.788 -1.0 1.0 0.6 0.114
H 1.046 2.568 -1.461 0.0 1.2 -0.2 0.073
H 2.648 1.847 -1.717 -0.8 0.6 1.2 0.104
H 2.441 2.860 -0.166 -1.2 -0.3 -1.5 0.100
H -0.233 2.146 0.544 -0.1 -0.7 0.3 0.143
H -0.639 1.174 -0.804 -0.2 -0.1 -0.5 0.102
H 2.548 1.177 3.113 2.1 -1.5 2.2 0.036
H 1.040 1.598 2.779 0.0 0.3 -1.0 0.085
H 2.433 2.639 2.275 -0.3 -0.5 -0.4 0.091
H 3.949 -0.032 -0.089 0.3 0.8 -0.5 0.078
H 4.174 1.829 0.495 -0.6 -3.1 0.5 0.141
H 4.205 0.179 1.552 0.7 0.8 0.3 0.085